Model A:
The following is a quantum chemistry calculation of C5H11ISi in the gas phase, from the Open Molecules 2025 dataset.

* total charge: 0
* gap between HOMO and LUMO: 8.04 eV
* SMILES: C[Si](C)=CCCI

Cartesian coordinates (Å):
C -0.692 -0.468 -1.851
Si -0.996 -0.656 -0.008
C -2.396 -1.779 0.606
C 0.061 0.053 1.251
C 1.065 1.314 0.979
C 2.347 1.535 -0.072
I 3.964 0.112 -0.158
H -1.433 0.118 -2.520
H 0.265 0.035 -2.074
H -0.584 -1.503 -2.226
H -3.217 -2.165 -0.221
H -1.977 -2.614 1.129
H -2.918 -1.281 1.431
H 0.257 -0.571 2.031
H 0.325 2.007 0.594
H 1.493 1.828 1.830
H 1.810 1.617 -1.084
H 2.626 2.420 0.363

Results of the Mulliken charge analysis, in e, for atoms 1 through 6:
1 C -0.92
2 Si 0.27
3 C -0.97
4 C -0.42
5 C -0.87
6 C -0.79

---

Model B:
The following is a quantum chemistry calculation of a molecular structure, C5H11ISi, from the Open Molecules 2025 dataset.

* total charge: 0
* gap between HOMO and LUMO (spin up / spin down): 8.50 / 8.14 eV

Cartesian coordinates (Å):
C -2.620 -1.146 -0.095
C -0.729 -1.233 0.607
C 1.149 1.202 1.659
C -0.605 1.288 -1.012
C 1.799 -0.819 -1.097
Si 0.473 0.208 0.086
I -0.915 -2.077 2.517
H -3.238 -1.845 0.424
H -2.768 -0.775 -1.095
H 1.370 2.264 1.201
H 0.235 1.080 2.247
H 1.973 0.628 2.114
H -1.239 0.531 -1.338
H -0.957 2.145 -0.481
H -0.122 1.587 -1.893
H 1.320 -1.033 -2.071
H 2.660 -0.239 -1.101
H 2.216 -1.767 -0.671

Results of the Mulliken charge analysis, in e, for atoms 1 through 6:
1 C -0.75
2 C -0.20
3 C -0.96
4 C -0.91
5 C -1.09
6 Si 0.57

---

Order of stability, best first: model A, model B

---

Model A:
The following is a quantum chemistry calculation of a gas-phase ion, C2H6O3P (charge -1), from the Open Molecules 2025 dataset.

* total charge: -1
* gap between HOMO and LUMO: 6.62 eV
* SMILES: COOP(C)[O-]

Cartesian coordinates (Å):
C -1.110 -2.099 0.714
O -1.165 -0.741 0.223
O 0.194 -0.453 -0.097
P 0.955 1.003 0.575
C 0.510 2.099 -0.926
O 2.357 0.625 0.256
H -1.929 -2.162 1.476
H -0.177 -2.164 1.399
H -0.895 -2.783 -0.048
H -0.282 2.830 -0.772
H 0.079 1.355 -1.613
H 1.463 2.489 -1.188

Results of the Mulliken charge analysis, in e, for atoms 1 through 6:
1 C -0.59
2 O -0.20
3 O -0.12
4 P -0.05
5 C -0.92
6 O -0.63

---

Model B:
The following is a quantum chemistry calculation of a gas-phase ion, C2H6O3P (charge -1), from the Open Molecules 2025 dataset.

* total charge: -1
* gap between HOMO and LUMO: 8.93 eV
* SMILES: C[C@@H](O)[P@H](=O)[O-]

Cartesian coordinates (Å):
C 0.429 1.332 -0.605
C 0.629 0.071 0.368
O 0.178 0.377 1.723
P -0.605 -1.260 -0.248
O -0.742 -1.148 -1.730
O -1.924 -1.025 0.589
H -0.577 1.648 -0.330
H 1.280 1.906 -0.278
H 0.638 0.800 -1.583
H 1.669 -0.272 0.445
H -0.831 0.165 1.664
H -0.145 -2.594 -0.015

Results of the Mulliken charge analysis, in e, for atoms 1 through 6:
1 C -0.95
2 C -0.20
3 O -0.59
4 P 0.63
5 O -0.70
6 O -0.81

---

Order of stability, best first: model B, model A

---

Model A:
The following is a quantum chemistry calculation of C8H17N in the gas phase, from the Open Molecules 2025 dataset.

* total charge: 0
* gap between HOMO and LUMO: 9.17 eV
* SMILES: C/C=C(\C)[C@H](C)N(C)C

Cartesian coordinates (Å):
C -1.804 0.378 2.554
C -0.707 0.094 1.573
C -0.419 0.832 0.499
C -1.144 2.108 0.177
C 0.669 0.413 -0.452
C 0.356 0.731 -1.921
N 1.004 -1.053 -0.202
C 2.356 -1.439 -0.529
C 0.043 -1.987 -0.748
H -1.550 1.234 3.182
H -2.743 0.600 2.049
H -1.958 -0.479 3.206
H -0.081 -0.753 1.810
H -1.882 1.953 -0.610
H -1.658 2.495 1.052
H -0.441 2.868 -0.163
H 1.584 0.947 -0.168
H 0.359 1.804 -2.095
H -0.616 0.333 -2.206
H 1.114 0.289 -2.565
H 3.057 -0.763 -0.040
H 2.536 -2.449 -0.153
H 2.565 -1.440 -1.611
H -0.964 -1.632 -0.539
H 0.178 -2.958 -0.267
H 0.147 -2.126 -1.835

Results of the Mulliken charge analysis, in e, for atoms 1 through 6:
1 C -1.56
2 C 0.17
3 C 0.25
4 C -1.63
5 C 0.34
6 C -1.61

---

Model B:
The following is a quantum chemistry calculation of C8H17N in the gas phase, from the Open Molecules 2025 dataset.

* total charge: 0
* gap between HOMO and LUMO: 9.87 eV
* SMILES: CC[C@H](N)C1(CC)CC1

Cartesian coordinates (Å):
C -1.144 2.617 -0.279
C 0.199 1.991 -0.598
C 0.617 0.557 0.077
N 1.995 0.455 0.159
C -0.118 -0.723 -0.272
C 0.284 -1.893 0.686
C 0.182 -1.465 2.196
C -1.518 -0.848 -0.604
C -0.536 -1.067 -1.712
H -1.160 3.609 -0.598
H -1.101 2.731 0.798
H -2.017 1.952 -0.587
H 0.998 2.670 -0.090
H 0.327 1.879 -1.675
H 0.317 0.731 1.105
H 2.271 -0.037 -0.755
H 2.551 1.329 0.329
H 1.276 -2.436 0.624
H -0.571 -2.564 0.519
H 0.908 -0.774 2.500
H 0.169 -2.407 2.802
H -0.938 -0.990 2.507
H -1.975 0.040 -0.810
H -2.012 -1.653 -0.169
H -0.219 -0.320 -2.400
H -0.578 -1.960 -2.177

Results of the Mulliken charge analysis, in e, for atoms 1 through 6:
1 C -1.15
2 C -0.68
3 C -0.11
4 N -0.50
5 C 1.19
6 C -0.61

---

Order of stability, best first: model A, model B